C5H13O5PS | ωB97M-V/def2-TZVPD

Each line ends with the Löwdin charge.
Atoms and positions in Å:
C  -1.128  -2.663  -0.258  -0.084
O  -1.648  -1.402  0.126  -0.152
C  -0.707  -0.348  0.044  -0.376
C  -0.980  0.639  1.176  -0.168
O  -0.294  0.296  2.357  -0.184
C  0.946  0.944  2.529  -0.586
S  2.188  -0.174  3.235  0.735
C  -0.807  0.329  -1.337  -0.148
P  0.782  1.035  -1.828  0.428
O  1.671  1.320  -0.691  -0.264
O  1.442  0.013  -2.861  -0.107
O  0.436  2.290  -2.759  -0.107
H  -1.957  -3.290  -0.572  0.090
H  -0.612  -3.124  0.586  0.094
H  -0.444  -2.568  -1.106  0.087
H  0.299  -0.740  0.211  0.136
H  -2.049  0.589  1.397  0.141
H  -0.756  1.656  0.848  0.125
H  0.857  1.741  3.268  0.077
H  1.337  1.331  1.591  0.050
H  2.166  -1.069  2.242  -0.157
H  -1.554  1.125  -1.307  0.102
H  -1.139  -0.402  -2.071  0.106
H  2.263  -0.282  -2.451  0.086
H  -0.312  2.754  -2.369  0.077

Values from the calculation:
SMILES: CO[C@H](COCS)CP(=O)(O)O
total charge: 0
Kohn-Sham gap: 0.342 Eh
LUMO level: 0.320 eV

***

C57H51FNO33 | ωB97M-V/def2-TZVPD

Each line ends with the Löwdin charge.
Atoms and positions in Å:
C  -0.193  1.097  3.751  -0.068
C  0.101  0.699  2.300  -0.199
C  0.453  1.863  1.371  -0.153
O  0.918  3.047  2.050  -0.067
C  2.171  2.930  2.579  -0.313
C  2.339  3.603  3.917  -0.049
C  3.842  3.822  4.098  -0.211
C  4.689  2.681  4.678  -0.342
C  4.217  1.260  4.478  -0.014
F  4.724  2.908  6.044  -0.001
C  4.232  4.311  2.689  -0.040
N  3.196  3.737  1.739  0.161
H  -0.679  2.068  3.826  0.084
H  -0.849  0.359  4.205  0.083
H  0.709  1.115  4.362  0.056
H  -0.779  0.196  1.912  0.084
H  0.937  0.002  2.298  0.081
H  1.225  1.549  0.659  0.124
H  -0.399  2.162  0.770  0.120
H  2.514  1.898  2.514  0.143
H  1.754  3.186  4.725  0.137
H  1.944  4.612  3.740  0.148
H  3.945  4.630  4.819  0.156
H  5.714  2.784  4.312  0.146
H  4.965  0.571  4.858  0.097
H  4.066  1.003  3.431  0.070
H  3.296  1.089  5.033  0.091
H  4.144  5.390  2.680  0.111
H  5.236  4.005  2.413  0.137
H  2.741  4.478  1.201  0.182
H  3.688  3.173  1.048  0.181
C  3.421  -3.067  0.648  0.054
C  2.673  -3.890  -0.107  -0.240
C  1.231  -4.214  0.242  -0.297
O  0.639  -4.962  -0.514  0.122
C  0.659  -3.639  1.436  0.082
C  1.419  -2.846  2.197  -0.242
C  2.843  -2.489  1.829  -0.328
O  3.407  -1.697  2.576  0.067
O  1.010  -2.264  3.315  0.100
O  3.115  -4.486  -1.195  0.114
H  4.448  -2.829  0.409  0.138
H  -0.367  -3.880  1.670  0.115
H  1.780  -1.739  3.618  0.108
H  2.376  -5.007  -1.580  0.096
C  2.114  -3.060  -4.679  0.076
C  2.639  -2.430  -5.741  -0.217
C  3.428  -3.161  -6.814  -0.303
O  3.859  -2.477  -7.720  0.121
C  3.622  -4.588  -6.679  0.080
C  3.093  -5.217  -5.620  -0.228
C  2.301  -4.483  -4.558  -0.297
O  1.861  -5.160  -3.641  0.081
O  3.210  -6.514  -5.396  0.126
O  2.530  -1.133  -5.962  0.085
H  1.552  -2.547  -3.911  0.135
H  4.193  -5.102  -7.439  0.139
H  2.726  -6.700  -4.567  0.123
H  2.966  -0.969  -6.829  0.106
C  0.263  0.256  -10.224  0.077
C  -0.407  1.319  -10.696  -0.230
C  -0.660  2.557  -9.854  -0.309
O  -1.264  3.464  -10.395  0.111
C  -0.188  2.577  -8.488  0.072
C  0.474  1.511  -8.016  -0.225
C  0.761  0.293  -8.873  -0.293
O  1.406  -0.599  -8.347  0.093
O  0.924  1.418  -6.774  0.116
O  -0.901  1.402  -11.916  0.128
H  0.456  -0.625  -10.819  0.138
H  -0.393  3.451  -7.886  0.135
H  1.324  0.532  -6.673  0.089
H  -1.326  2.281  -11.984  0.125
C  -4.529  -4.218  2.257  0.070
C  -5.369  -5.081  2.852  -0.227
C  -5.196  -6.588  2.751  -0.308
O  -6.017  -7.256  3.351  0.112
C  -4.104  -7.114  1.969  0.076
C  -3.266  -6.253  1.371  -0.226
C  -3.430  -4.747  1.495  -0.299
O  -2.586  -4.081  0.916  0.071
O  -2.234  -6.621  0.635  0.123
O  -6.409  -4.722  3.575  0.129
H  -4.647  -3.146  2.326  0.129
H  -3.995  -8.187  1.891  0.138
H  -1.790  -5.809  0.313  0.104
H  -6.828  -5.554  3.880  0.126
C  5.116  -8.538  2.555  0.078
C  4.406  -7.473  2.156  -0.224
C  4.164  -6.277  3.056  -0.290
O  3.513  -5.358  2.578  0.097
C  4.699  -6.286  4.392  0.072
C  5.408  -7.353  4.796  -0.229
C  5.668  -8.546  3.890  -0.307
O  6.337  -9.442  4.366  0.115
O  5.944  -7.477  5.992  0.129
O  3.861  -7.359  0.957  0.123
H  5.294  -9.393  1.919  0.139
H  4.511  -5.435  5.030  0.135
H  6.399  -8.345  6.001  0.126
H  3.418  -6.489  0.936  0.103
C  -5.574  -0.104  -1.201  0.088
C  -4.520  -0.391  -0.421  -0.222
C  -3.684  0.694  0.230  -0.298
O  -2.761  0.313  0.936  0.081
C  -4.013  2.073  -0.014  0.069
C  -5.065  2.364  -0.798  -0.216
C  -5.922  1.277  -1.429  -0.285
O  -6.870  1.632  -2.107  0.088
O  -5.428  3.599  -1.078  0.138
O  -4.125  -1.622  -0.150  0.112
H  -6.184  -0.865  -1.664  0.144
H  -3.404  2.840  0.444  0.132
H  -6.207  3.566  -1.664  0.115
H  -3.340  -1.564  0.429  0.106
C  -11.457  1.563  0.091  0.071
C  -12.302  2.531  0.476  -0.237
C  -11.995  3.999  0.269  -0.312
O  -12.842  4.788  0.645  0.107
C  -10.739  4.367  -0.346  0.072
C  -9.891  3.402  -0.730  -0.221
C  -10.207  1.927  -0.541  -0.308
O  -9.380  1.129  -0.937  0.106
O  -8.722  3.661  -1.297  0.100
O  -13.467  2.312  1.060  0.120
H  -11.670  0.513  0.232  0.135
H  -10.523  5.418  -0.478  0.136
H  -8.257  2.826  -1.509  0.072
H  -13.863  3.193  1.218  0.122
C  6.269  9.516  1.367  0.083
C  5.399  8.531  1.115  -0.233
C  4.082  8.397  1.852  -0.316
O  3.374  7.444  1.533  0.043
C  3.742  9.355  2.861  0.069
C  4.608  10.354  3.120  -0.223
C  5.929  10.497  2.378  -0.300
O  6.619  11.444  2.691  0.131
O  4.406  11.284  4.021  0.145
O  5.594  7.582  0.208  0.108
H  7.209  9.618  0.845  0.142
H  2.803  9.248  3.385  0.137
H  5.184  11.880  3.997  0.133
H  4.780  7.042  0.215  0.105

Values from the calculation:
total charge: +1
Kohn-Sham gap: 0.254 Eh
LUMO level: -3.797 eV

***

C5H14 | ωB97M-V/def2-TZVPD

Each line ends with the Löwdin charge.
Atoms and positions in Å:
C  -1.092  0.578  0.779  -0.122
C  -2.710  0.912  0.772  0.082
C  -0.938  0.561  -0.692  -0.035
H  -0.538  1.347  1.317  0.133
H  -0.949  -0.387  1.263  0.135
H  -2.734  1.353  1.786  0.144
H  -1.046  1.508  -1.234  0.126
H  0.161  0.247  -0.829  0.130
H  -1.558  -0.198  -1.178  0.122
H  -2.996  1.676  0.055  0.100
H  -3.272  0.002  0.603  0.108
C  1.904  -1.638  -0.496  -0.156
C  2.478  -0.268  -0.176  -0.159
H  2.689  -2.320  -0.828  0.078
H  1.467  -2.100  0.395  0.069
H  1.120  -1.647  -1.260  0.058
H  1.837  0.582  -0.330  0.029
H  3.321  -0.003  -0.801  0.075
H  2.856  -0.205  0.854  0.085

Values from the calculation:
expectation value of S²: 0.7534
multiplicity: 2
total charge: +1
Kohn-Sham gap (alpha / beta): 0.453 / 0.202 Eh
LUMO level (alpha / beta): -2.991 / -9.820 eV

***

C16H24N4O3 | ωB97M-V/def2-TZVPD

Each line ends with the Löwdin charge.
Atoms and positions in Å:
C  1.834  -1.895  -2.209  -0.050
C  2.954  -1.999  -1.833  -0.186
C  3.303  -2.366  -0.351  -0.226
N  2.281  -2.529  0.477  -0.015
C  1.762  -3.880  0.611  -0.508
O  2.410  -4.849  0.354  0.116
N  0.964  -3.774  1.613  0.171
C  -0.029  -2.790  2.174  -0.297
O  -0.947  -3.033  2.914  0.084
C  0.592  -1.386  1.759  -0.006
C  -0.071  -0.236  2.361  -0.295
N  0.514  0.805  2.025  0.065
C  -0.054  2.203  1.699  -0.187
H  0.691  3.017  2.366  0.195
H  -0.998  2.207  2.485  0.153
C  -0.258  2.622  0.474  -0.189
N  -1.246  1.668  -0.202  -0.183
C  -2.546  2.120  -0.416  -0.268
C  -2.832  2.901  -1.680  -0.157
C  -2.077  1.986  -2.759  -0.233
C  -0.809  1.352  -2.501  -0.154
C  -0.654  0.756  -0.948  -0.158
H  0.205  0.459  -0.703  0.039
H  -1.299  -0.073  -1.050  0.113
H  -0.320  2.147  -2.365  0.032
H  -0.466  0.799  -3.231  0.061
H  -2.078  2.480  -3.969  0.180
H  -2.940  1.101  -2.823  0.138
H  -1.923  3.747  -1.657  0.161
H  -3.660  3.235  -1.974  0.016
H  -3.086  2.729  0.498  0.157
H  -3.383  1.137  -0.509  0.178
H  0.498  2.675  -0.109  0.078
H  -0.802  3.574  0.323  0.153
H  1.519  0.823  1.400  0.169
C  -1.477  -0.102  2.947  0.014
H  -2.232  0.236  2.000  0.165
H  -1.197  0.576  3.773  0.098
H  -1.754  -1.165  3.034  0.053
C  1.896  -1.403  1.191  -0.144
O  2.518  -0.173  0.673  -0.152
H  0.599  -4.674  2.093  0.202
H  4.018  -3.525  -0.399  0.211
H  4.242  -1.757  -0.125  0.138
H  3.851  -2.101  -2.396  0.102
H  1.516  -1.607  -3.344  0.129
H  0.970  -2.038  -1.691  0.035

Values from the calculation:
total charge: 0
Kohn-Sham gap: 0.293 Eh
LUMO level: -0.087 eV

***

Table of ΔE to the lowest compared entry with this formula, charge and spin (kcal/mol), in record order: 0.0 0.0 0.0 371.2
Table of energy (eV), in record order: -35758.9886 -131701.6359 -5401.1054 -29070.0124